1.
50
Properties=species:S:1:pos:R:3:forces:R:3 method="wB97M-V/def2-TZVPD" lumo_energy_ev=0.77 relative_energy_kj_mol=217.68 orbital_gap_ha=0.31001 e_homo_ha=-0.2816 e_tot_ha=-1037.674687 smiles=Cc1ccc(OC[C@H](O)CN2CCN(c3ccccc3)CC2)cc1
C -5.894868 -3.396098 0.188092 0.0 0.0 0.0
C -5.275618 -2.031083 0.167829 0.1 -0.1 0.0
C -3.905889 -1.855542 0.279700 -0.2 0.0 0.0
C -3.330505 -0.595275 0.268330 0.2 0.3 0.0
C -4.137415 0.528643 0.149794 -0.2 -0.1 0.1
C -5.517677 0.363621 0.030619 0.1 0.1 0.0
C -6.072754 -0.897591 0.038758 0.1 0.0 0.0
H -7.143564 -1.007730 -0.054216 -0.1 0.0 0.0
H -6.133845 1.243927 -0.066150 -0.1 0.1 0.0
O -3.699832 1.828603 0.124139 -0.3 -0.1 -0.2
C -2.351873 2.121119 0.421821 0.5 0.0 -0.1
C -1.481763 2.223331 -0.847960 -0.1 0.5 0.4
O -1.720025 1.163971 -1.746023 -0.1 -0.3 -0.1
H -2.674308 1.081052 -1.864317 0.0 0.0 0.0
C 0.008254 2.236779 -0.466323 -0.5 -0.1 -0.2
N 0.338424 1.133041 0.417040 0.1 0.0 0.0
C 1.378728 1.408680 1.387934 0.3 0.1 0.0
C 2.781176 1.405836 0.769718 -0.2 0.1 0.3
N 3.025839 0.119649 0.149063 -0.4 0.0 0.1
C 4.329784 -0.341706 0.017722 0.3 -0.2 0.0
C 5.188538 -0.316699 1.122899 0.0 0.1 0.0
C 6.469678 -0.820659 1.040296 0.0 0.0 0.0
C 6.935694 -1.374724 -0.140907 0.1 -0.1 -0.1
C 6.095672 -1.413878 -1.238806 0.2 -0.1 0.0
C 4.813045 -0.903264 -1.167318 -0.2 0.1 0.0
H 4.194293 -0.930467 -2.050808 -0.1 0.0 0.0
H 6.443293 -1.838185 -2.170103 0.0 0.0 -0.1
H 7.937743 -1.771231 -0.202219 0.1 0.0 0.0
H 7.108805 -0.789808 1.911240 0.0 0.0 0.1
H 4.840962 0.083190 2.063793 -0.1 0.0 0.1
C 2.047931 -0.162037 -0.879768 -0.2 -0.1 0.1
C 0.638229 -0.111386 -0.269752 0.1 -0.2 -0.3
H 0.551688 -0.915849 0.467700 0.0 -0.1 -0.1
H -0.102927 -0.261250 -1.054094 0.0 -0.1 0.1
H 2.121172 0.553066 -1.716098 0.0 -0.1 0.0
H 2.212065 -1.168150 -1.266667 0.0 0.1 -0.1
H 2.847843 2.211793 0.017665 0.1 0.0 0.1
H 3.526581 1.601526 1.538447 0.0 0.0 -0.1
H 1.328559 0.621712 2.147073 0.1 0.1 0.1
H 1.179060 2.368418 1.868921 0.0 0.0 0.0
H 0.206241 3.176050 0.054062 0.1 0.0 0.0
H 0.585646 2.229343 -1.400088 0.0 0.1 0.0
H -1.715004 3.174774 -1.356320 0.1 -0.1 0.1
H -1.918230 1.383541 1.101670 -0.1 0.1 -0.1
H -2.361164 3.095829 0.918250 0.0 -0.1 0.0
H -2.257752 -0.509343 0.334328 0.1 0.1 0.0
H -3.262644 -2.718874 0.372893 0.1 -0.1 0.0
H -6.552067 -3.531297 -0.669517 0.0 -0.1 0.0
H -5.131364 -4.169490 0.168289 0.0 -0.1 0.0
H -6.493834 -3.525860 1.089381 0.0 -0.1 0.0

=====

2.
14
Properties=species:S:1:pos:R:3:forces:R:3 method="wB97M-V/def2-TZVPD" lumo_energy_ev="-8.98 / -10.96" relative_energy_kj_mol=144.86 total_charge=+2 spin_multiplicity=3 orbital_gap_ha="0.32022 / 0.21541" e_homo_ha="-0.6501 / -0.6183" e_tot_ha=-1391.473395
H 1.192744 0.662128 -1.604869 0.0 0.0 1.0
O 0.955531 2.893108 -0.888257 -1.0 -1.8 1.2
C 0.252564 1.752719 -0.599529 1.0 1.2 -3.2
C -0.098168 1.536555 0.731935 -0.9 1.1 1.0
C -1.219832 0.587305 1.090507 1.0 0.0 -0.3
C -0.078073 -0.253228 1.544469 -0.4 -2.8 0.1
O 0.597364 -1.030541 0.790304 -1.2 1.3 1.2
Tm 1.929762 -1.218305 -0.889554 0.6 -0.4 -0.4
H 1.121394 2.951699 -1.833327 -0.1 0.3 -0.4
H -0.396125 1.313203 -1.366863 -0.2 0.8 0.4
H 0.271156 2.243527 1.477747 0.1 -0.2 -0.1
H -1.781221 0.190537 0.238489 0.2 0.1 0.2
H -1.848694 0.937812 1.916304 0.3 -0.1 -0.2
H 0.061359 -0.350475 2.632879 0.5 0.5 -0.3

=====

3.
96
Properties=species:S:1:pos:R:3:forces:R:3 method="wB97M-V/def2-TZVPD" lumo_energy_ev=0.35 relative_energy_kj_mol=210.14 orbital_gap_ha=0.37851 e_homo_ha=-0.3656 e_tot_ha=-1554.657321 smiles=CC(C)O.CC(C)O.CC(C)O.CC(C)O.CC(C)O.CC(C)O.CC(C)O.CC(C)O
C -5.077677 -5.350953 2.711103 -0.6 -0.2 1.1
C -3.633045 -5.843647 2.877586 -0.1 0.0 -0.8
C -2.664769 -4.766511 3.320872 0.1 0.2 -0.6
O -3.606830 -6.970338 3.753503 -0.7 0.1 0.6
H -5.515101 -5.640189 1.759273 0.0 -0.3 0.1
H -5.319663 -4.294965 2.852515 0.9 0.2 -0.2
H -5.643651 -5.776534 3.547636 -0.1 -0.4 -0.3
H -3.371705 -6.266435 1.902015 0.5 0.4 -0.2
H -3.051977 -4.204176 4.169543 0.1 -0.2 0.2
H -2.505788 -4.037622 2.519831 -0.2 0.0 0.0
H -1.679257 -5.192395 3.517421 0.0 0.0 0.3
H -2.713323 -7.314003 3.814915 0.1 0.1 -0.1
C -4.254944 0.100294 -0.052499 0.4 0.2 0.0
C -4.527544 -0.248810 1.422304 -0.4 -0.1 -1.5
C -4.530219 -1.757632 1.643375 0.8 0.2 0.6
O -3.568687 0.341603 2.257098 0.1 0.6 0.6
H -4.458280 1.137692 -0.324649 0.0 0.1 0.4
H -4.803166 -0.474836 -0.801091 0.0 -0.4 0.3
H -3.178684 -0.041371 -0.190968 -0.1 -0.2 -0.3
H -5.484772 0.220996 1.665196 0.0 -0.3 0.4
H -5.287335 -2.359817 1.147062 -0.2 0.2 0.0
H -4.531567 -1.892701 2.727558 -0.4 -0.3 0.0
H -3.540129 -2.130645 1.351938 -0.1 0.0 -0.3
H -2.657111 0.230399 1.947292 -0.1 -0.3 -0.2
C 1.258920 -0.106078 0.052663 0.3 0.3 -1.1
C -0.158235 -0.637672 0.255335 1.7 -0.1 1.8
C -0.162727 -2.169532 0.306384 -1.2 0.4 -0.1
O -0.581126 -0.118124 1.538637 -0.8 0.0 -0.4
H 1.967698 -0.378959 0.840539 -0.3 -0.5 0.0
H 1.361132 0.983219 0.011098 -0.5 0.0 -0.1
H 1.644814 -0.482012 -0.902158 0.2 0.0 0.2
H -0.851620 -0.255151 -0.488159 0.0 -0.1 0.0
H -1.121635 -2.460360 0.748315 -0.1 -0.1 -0.3
H 0.566294 -2.628775 0.972309 0.5 0.3 -0.3
H -0.131145 -2.559494 -0.711100 0.3 -0.3 0.1
H 0.189211 -0.066930 2.108209 0.0 0.0 0.1
C 5.822078 0.336550 2.156917 -0.7 -0.3 0.7
C 6.127924 1.687449 1.520079 2.6 -0.8 0.4
C 7.626798 2.003264 1.753631 0.2 -0.2 0.4
O 5.886082 1.605220 0.135317 -1.0 0.9 -0.4
H 4.751955 0.113230 2.205847 0.0 0.2 -0.3
H 6.160751 0.213430 3.189323 0.2 0.4 -0.1
H 6.280402 -0.483794 1.598292 0.1 0.2 -0.2
H 5.646916 2.535184 1.992096 -0.9 -0.2 -0.4
H 8.004207 2.897417 1.256636 -0.4 0.1 -0.1
H 8.282618 1.184184 1.440369 -0.2 -0.1 -0.1
H 7.796810 2.140701 2.826606 0.0 0.0 0.0
H 6.327234 0.834918 -0.229771 0.1 -0.1 0.2
C -4.284366 -4.368024 -2.709294 -0.6 0.4 1.3
C -3.019234 -5.220602 -2.734536 -0.1 0.7 -0.8
C -2.238517 -5.014866 -1.460723 0.2 0.2 0.6
O -3.391929 -6.571819 -2.874452 -0.9 -0.6 0.3
H -4.975143 -4.435120 -3.546373 0.3 -0.4 -0.2
H -4.135982 -3.299914 -2.512290 0.7 -0.1 -0.4
H -4.816546 -4.628930 -1.783418 -0.3 -0.4 -0.3
H -2.442352 -4.912672 -3.619282 0.2 -0.1 0.2
H -2.829828 -5.221172 -0.562824 -0.3 -0.2 -0.2
H -1.951945 -3.965923 -1.346411 0.3 -0.1 -0.2
H -1.375189 -5.677712 -1.387793 0.2 0.2 -0.2
H -2.841325 -7.089102 -3.459228 0.4 0.3 -0.1
C 3.457516 3.814853 1.920829 0.2 0.2 0.2
C 2.354625 4.820939 1.677362 -0.4 -0.3 0.5
C 1.438166 4.386138 0.549304 0.5 0.7 -0.1
O 1.582482 4.977242 2.889904 0.2 -0.2 -0.2
H 4.273493 3.936539 1.207317 -0.1 0.1 -0.2
H 3.088640 2.791673 1.821843 0.0 0.0 0.2
H 3.879030 3.988469 2.913831 -0.1 -0.2 0.0
H 2.803068 5.801936 1.485086 -0.1 -0.1 -0.3
H 0.716127 5.194261 0.396053 -0.1 -0.2 -0.3
H 0.920300 3.448100 0.750114 0.0 0.0 0.3
H 2.028453 4.239149 -0.355670 -0.2 0.1 -0.1
H 0.658779 4.983303 2.625868 -0.1 0.1 0.2
C 4.403093 3.823069 -4.546016 0.0 -0.1 -0.3
C 3.241698 3.257625 -3.737516 0.1 0.9 -0.2
C 3.697599 2.425574 -2.550755 0.3 0.0 -0.5
O 2.491204 4.371135 -3.239521 -0.1 -0.2 -0.3
H 4.959097 3.012019 -5.024239 0.3 -0.1 0.5
H 5.033030 4.452884 -3.917119 0.2 -0.2 0.0
H 4.113670 4.433773 -5.404956 -0.5 0.1 0.3
H 2.615897 2.695224 -4.444891 0.0 -0.2 0.2
H 4.259594 3.043630 -1.852314 -0.2 0.2 0.1
H 4.402962 1.653497 -2.869250 -0.3 -0.3 0.1
H 2.812219 2.025123 -2.054684 0.2 -0.3 0.2
H 1.670035 4.027935 -2.861606 0.0 0.4 0.1
C -2.251114 3.574166 -2.876804 0.2 0.2 0.2
C -1.397719 3.534980 -1.592879 -1.2 -0.9 -1.1
C -1.770642 2.379449 -0.679022 1.0 0.3 1.1
O -0.039046 3.464656 -1.993228 0.7 0.2 0.2
H -3.309846 3.718741 -2.654778 0.1 0.2 0.0
H -2.178789 2.680218 -3.502732 0.2 -0.2 0.3
H -1.841616 4.393580 -3.468601 -0.4 0.1 -0.1
H -1.588071 4.485208 -1.094472 0.6 0.0 0.2
H -0.988453 2.234789 0.077942 0.3 0.0 -0.3
H -1.841320 1.432197 -1.209065 -0.4 0.1 -0.1
H -2.604337 2.591294 -0.009847 -0.5 -0.1 -0.6
H 0.122387 2.657201 -2.495062 -0.4 -0.1 0.1

=====

4.
65
Properties=species:S:1:pos:R:3:forces:R:3 method="wB97M-V/def2-TZVPD" lumo_energy_ev="-7.63 / -10.70" relative_energy_kj_mol=0.00 total_charge=+3 spin_multiplicity=5 orbital_gap_ha="0.28998 / 0.17704" e_homo_ha="-0.5703 / -0.5704" e_tot_ha=-5369.643051
Pt 0.924684 -0.773811 0.656331 0.1 0.0 0.0
Se 3.387874 -7.904803 2.281296 0.0 0.0 0.0
N 2.329389 -7.257050 1.016694 0.0 0.0 0.0
C 2.252852 -5.964561 1.206680 0.0 0.0 0.0
C 1.473721 -5.072749 0.358082 0.0 0.0 0.0
C 0.745356 -5.507273 -0.752900 0.0 0.0 0.0
C 0.049821 -4.585115 -1.504931 0.0 0.0 0.0
C 0.086091 -3.245140 -1.135245 0.0 0.0 0.0
N 0.771447 -2.828301 -0.076676 0.0 -0.1 0.0
C 1.464061 -3.715176 0.666416 0.0 0.0 0.0
C 2.216681 -3.187826 1.797936 0.0 0.0 0.0
N 2.150928 -1.855605 2.007788 0.0 0.0 0.0
C 2.843964 -1.311570 3.006441 0.0 0.0 0.0
C 3.629969 -2.078087 3.858096 0.0 0.0 0.0
C 3.698469 -3.440962 3.663638 0.0 0.0 0.0
C 2.981612 -4.017748 2.610826 0.0 0.0 0.0
C 2.997776 -5.444297 2.315363 0.0 0.0 0.0
N 3.673054 -6.318517 3.016678 0.0 0.0 0.0
H 0.745197 -6.560141 -1.004075 0.0 0.0 0.0
H -0.518419 -4.882931 -2.374258 0.0 0.0 0.0
H -0.440261 -2.490046 -1.704310 0.0 0.0 0.0
H 2.761811 -0.239714 3.128818 0.0 0.0 0.0
H 4.171531 -1.596360 4.659321 0.0 0.0 0.0
H 4.296323 -4.075706 4.305029 0.0 0.0 0.0
F -0.349667 6.133881 0.844754 0.0 0.0 0.0
C -0.416634 4.865082 0.567709 0.0 0.0 0.0
C 0.463871 3.972914 1.195740 0.0 0.0 0.0
F 1.344283 4.428588 2.060004 0.0 0.0 0.0
C 0.386517 2.637421 0.902368 0.0 0.0 0.0
F 1.226383 1.811024 1.526486 0.0 0.0 0.0
C -0.553438 2.121382 -0.022940 0.0 0.0 0.1
S -0.714428 0.490239 -0.458871 0.1 0.0 0.0
C -1.431256 3.059521 -0.625394 0.0 0.0 0.0
F -2.335991 2.629416 -1.486673 0.0 0.0 0.0
C -1.366829 4.401757 -0.345026 0.0 0.0 0.0
F -2.193374 5.252141 -0.918376 0.0 0.0 0.0
N 2.570594 -0.183417 -0.603985 0.0 0.0 0.0
C 3.429107 0.065364 -1.343293 -0.1 0.0 0.0
N 4.361462 0.325729 -2.202724 0.1 0.0 0.0
C 5.506478 -0.603757 -2.374793 0.0 0.0 0.0
C 6.716289 -0.026584 -1.657732 0.0 0.0 0.0
O 6.985627 1.279984 -2.116491 0.0 0.0 0.0
C 5.922454 2.168529 -1.855089 0.0 0.0 0.0
C 4.668625 1.724208 -2.590800 0.0 0.0 0.0
H 5.695527 -0.672875 -3.445893 0.0 0.0 0.0
H 5.232372 -1.587517 -1.997835 0.0 0.0 0.0
H 7.598520 -0.628497 -1.866974 0.0 0.0 0.0
H 6.544269 -0.020214 -0.572072 0.0 0.0 0.0
H 6.232951 3.152722 -2.200735 0.0 0.0 0.0
H 5.727246 2.220384 -0.774503 0.0 0.0 0.0
H 4.841462 1.720508 -3.666899 0.0 0.0 0.0
H 3.811238 2.357932 -2.370840 0.0 0.0 0.0
C -7.754625 0.539139 1.941485 0.0 0.0 0.0
N -7.532494 1.259348 0.681874 0.0 0.0 0.0
C -8.494028 1.730850 -0.127652 0.0 0.0 0.0
C -7.875348 2.343450 -1.206941 0.0 0.0 0.0
N -6.554456 2.217585 -1.009907 0.0 0.0 0.0
C -6.292054 1.547521 0.158893 0.0 0.0 0.1
S -4.818681 1.185051 0.808742 -0.1 0.0 -0.1
H -8.809687 0.605708 2.187359 0.0 0.0 0.0
H -7.159909 0.999755 2.724826 0.0 0.0 0.0
H -7.464885 -0.501304 1.817535 0.0 0.0 0.0
H -9.544343 1.619796 0.086196 0.0 0.0 0.0
H -8.306111 2.838841 -2.061051 0.0 0.0 0.0
H -5.824716 2.567001 -1.615552 0.0 0.0 0.0